Entry from the Open Molecules 2025 dataset: one molecule with the formula C27H31N3O5 (ωB97M-V with the def2-TZVPD basis set).

Positions of all 66 atoms, in Å:
C (-5.2938, -1.5959, -2.0507)
H (-4.4291, -1.5778, -2.7216)
O (-5.5046, -0.3429, -1.4441)
C (-4.5357, 0.1424, -0.6154)
C (-4.7948, 1.3692, -0.0143)
C (-3.8758, 1.9399, 0.8453)
C (-2.6784, 1.2943, 1.1241)
C (-2.4071, 0.0575, 0.5161)
C (-3.3304, -0.5005, -0.3511)
H (-3.0994, -1.4528, -0.7953)
C (-1.0711, -0.5672, 0.8449)
N (-0.0039, 0.2778, 0.2993)
C (1.0114, 0.6248, 1.1108)
O (1.2653, -0.0070, 2.1335)
C (1.8439, 1.8103, 0.7438)
N (1.2261, 2.8707, 0.2365)
C (1.9423, 3.9464, -0.0241)
C (3.3101, 4.0276, 0.1953)
C (3.9515, 2.9283, 0.7436)
C (3.2048, 1.8010, 1.0379)
H (3.6482, 0.9239, 1.4820)
H (5.0132, 2.9514, 0.9424)
H (3.8534, 4.9268, -0.0502)
H (1.3898, 4.7825, -0.4333)
C (-0.1873, 0.7792, -1.0470)
C (1.0985, 0.9001, -1.8004)
C (2.2697, 0.2019, -1.7552)
C (3.1317, 0.8096, -2.7010)
C (2.4200, 1.8275, -3.2513)
O (1.1907, 1.8904, -2.7102)
H (2.6607, 2.5480, -4.0070)
H (4.1361, 0.5210, -2.9326)
H (2.5044, -0.6269, -1.1206)
H (-0.8488, 0.0700, -1.5585)
H (-0.6738, 1.7613, -1.0462)
C (-0.8274, -2.0478, 0.4720)
O (-1.5391, -2.7216, -0.2481)
N (0.2909, -2.4898, 1.0620)
H (0.7872, -1.8405, 1.6667)
C (0.7695, -3.8626, 1.0431)
C (0.9419, -4.4035, -0.3805)
C (2.0308, -3.6468, -1.1305)
C (3.3531, -3.7090, -0.3717)
C (3.1891, -3.1599, 1.0425)
C (2.0996, -3.9227, 1.7935)
H (1.9761, -3.5054, 2.7952)
H (2.3940, -4.9687, 1.8980)
H (4.1324, -3.2435, 1.5866)
H (2.9275, -2.1004, 0.9982)
H (4.1174, -3.1400, -0.9062)
H (3.6881, -4.7478, -0.3179)
H (2.1542, -4.0731, -2.1281)
H (1.7179, -2.6087, -1.2519)
H (-0.0065, -4.3196, -0.9097)
H (1.2052, -5.4611, -0.3120)
H (0.0257, -4.4891, 1.5585)
H (-0.9522, -0.5066, 1.9362)
O (-1.7124, 1.7736, 1.9648)
C (-1.8940, 3.0361, 2.5514)
H (-2.7702, 3.0559, 3.2082)
H (-1.9863, 3.8206, 1.7936)
H (-0.9965, 3.2132, 3.1424)
H (-4.1076, 2.8913, 1.2965)
H (-5.7272, 1.8665, -0.2287)
H (-5.1546, -2.3855, -1.3063)
H (-6.1945, -1.7971, -2.6289)

Atoms 1-6, force components in eV/Å:
0.019 -0.154 -0.083
-0.008 -0.015 0.031
-0.044 0.242 0.126
0.077 0.263 0.145
-0.039 -0.297 -0.199
0.171 0.104 0.144

Highest occupied orbital energy   -7.81 eV
Charge   0
Relative energy (zero: lowest compared OMol25 entry of this formula, charge and spin)   248.6 kJ/mol
Orbital gap   8.3 eV
E_tot   -1587.93876 a.u.
Maximum force   0.01802 hartree/bohr
SMILES string   COc1ccc(OC)c([C@@H](C(=O)NC2CCCCC2)N(Cc2ccco2)C(=O)c2ccccn2)c1

---

Entry from the Open Molecules 2025 dataset: C27H31N5O8S3V as an isolated structure (ωB97M-V with the def2-TZVPD basis set).

Positions of all 75 atoms, in Å:
V (1.0275, -0.6698, -0.3006)
C (2.9730, -1.7191, -3.9130)
N (1.8150, -0.8704, -4.1987)
C (0.9661, -1.0296, -5.2700)
C (-0.0281, -0.1408, -5.1179)
N (0.2169, 0.5664, -3.9501)
C (1.3618, 0.0950, -3.3882)
S (2.2314, 0.5579, -1.9669)
C (-0.6967, 1.5532, -3.4232)
C (-1.7475, 1.9952, -4.2185)
C (-2.6008, 2.9384, -3.6792)
C (-2.3764, 3.4021, -2.3926)
C (-1.2989, 2.8856, -1.6977)
N (-0.4705, 1.9757, -2.2061)
H (3.0877, -2.4097, -4.7434)
H (2.7950, -2.2672, -2.9900)
H (3.8650, -1.1079, -3.8076)
H (1.1352, -1.7690, -6.0308)
H (-0.8976, 0.0162, -5.7234)
H (-1.9061, 1.6377, -5.2233)
H (-3.4325, 3.3058, -4.2654)
H (-3.0215, 4.1401, -1.9371)
H (-1.0900, 3.1996, -0.6840)
O (5.4564, 0.3111, 4.7712)
C (5.6705, -0.5898, 3.9423)
O (6.4608, -1.5422, 3.9160)
C (4.7335, -0.5015, 2.7224)
C (4.2251, 0.7217, 2.2919)
C (3.2628, 0.7568, 1.3076)
N (2.7855, -0.3656, 0.7537)
C (3.3426, -1.5398, 1.0936)
C (4.3055, -1.6546, 2.0655)
C (2.8074, -2.6793, 0.2719)
O (3.1152, -3.8258, 0.4359)
O (1.9401, -2.2341, -0.6495)
H (4.5676, 1.6293, 2.7693)
H (2.8302, 1.6848, 0.9513)
H (4.7372, -2.6137, 2.3179)
C (0.1261, 0.8488, 2.1522)
C (-0.8435, 1.9913, 2.2278)
C (-0.4128, 3.2731, 1.9009)
C (-1.2750, 4.3556, 1.9990)
C (-2.5769, 4.1631, 2.4425)
C (-3.0103, 2.8886, 2.7808)
C (-2.1473, 1.8078, 2.6683)
H (-0.1727, 0.0213, 2.7966)
H (1.1091, 1.1857, 2.4873)
H (0.6127, 3.4264, 1.5820)
H (-0.9270, 5.3490, 1.7463)
H (-3.2445, 5.0086, 2.5468)
H (-4.0211, 2.7369, 3.1364)
H (-2.4882, 0.8148, 2.9357)
C (0.6318, -4.1004, 2.8512)
S (-0.0557, -2.7033, 1.9826)
C (-1.4776, -2.4171, 3.0265)
O (-0.6212, -3.2075, 0.6932)
H (-0.1475, -4.8545, 2.9566)
H (1.0117, -3.7730, 3.8196)
H (1.4512, -4.4788, 2.2417)
H (-1.1748, -2.0852, 4.0201)
H (-2.0421, -3.3477, 3.0714)
H (-2.0651, -1.6469, 2.5251)
O (-1.3900, -2.2560, -2.9667)
N (-0.3782, -2.2852, -2.3531)
O (-0.2613, -1.2203, -1.4973)
C (-4.5097, 0.8440, 0.0302)
S (-2.9575, 0.0320, -0.3998)
C (-3.5861, -1.6521, -0.5781)
O (0.2689, 0.3540, 0.8165)
H (-4.8350, 0.5762, 1.0362)
H (-5.2867, 0.5748, -0.6856)
H (-4.3493, 1.9202, -0.0093)
H (-4.0993, -1.7773, -1.5306)
H (-4.2673, -1.8787, 0.2426)
H (-2.7360, -2.3308, -0.5286)

Atoms 1-6, force components in eV/Å:
1.102 0.094 -1.330
-0.048 0.056 0.006
0.103 -0.194 -0.013
0.085 0.010 0.045
-0.033 0.034 0.050
-0.154 -0.008 0.054

Highest occupied orbital energy (spin up / spin down)   -7.66 / -7.66 eV
Charge   0
Relative energy (zero: lowest compared OMol25 entry of this formula, charge and spin)   0.0 kJ/mol
Orbital gap (spin up / spin down)   6.4 / 6.8 eV
E_tot   -4061.71035 a.u.
Multiplicity   2
Maximum force   0.03365 hartree/bohr

---

Entry from the Open Molecules 2025 dataset: C27H32AsBrIrN4 as an isolated structure (ωB97M-V with the def2-TZVPD basis set).

Positions of all 66 atoms, in Å:
Ir (-1.1641, -0.0902, -0.1487)
N (-2.5102, 1.4150, -0.5395)
C (-3.9394, 1.0134, -0.2645)
C (-4.0845, -0.4388, -0.7195)
N (-2.9443, -1.2302, -0.1418)
C (-3.1361, -1.7708, 1.2583)
C (-2.8106, -0.6961, 2.2882)
N (-1.4779, -0.0995, 1.9380)
H (-2.4266, 1.6354, -1.5335)
H (-2.2714, 2.2765, -0.0492)
H (-4.1196, 1.1410, 0.7987)
H (-4.6132, 1.6869, -0.7911)
H (-5.0480, -0.8712, -0.4535)
H (-3.9803, -0.4997, -1.8045)
H (-2.8061, -2.0425, -0.7380)
H (-4.1484, -2.1590, 1.3715)
H (-2.4401, -2.6076, 1.3533)
H (-3.5546, 0.0961, 2.2896)
H (-2.7879, -1.1039, 3.2981)
H (-1.3271, 0.8035, 2.3910)
H (-0.7473, -0.6966, 2.3285)
Br (0.4291, 2.7782, -4.9028)
C (-0.2343, 1.1777, -4.2050)
C (-0.5534, 0.0969, -5.0202)
C (-1.0169, -1.0621, -4.4216)
C (-1.1570, -1.1127, -3.0482)
N (-0.8558, -0.0698, -2.2531)
C (-0.3964, 1.0539, -2.8346)
H (-0.4341, 0.1633, -6.0937)
H (-1.2668, -1.9303, -5.0159)
H (-1.4925, -2.0224, -2.5658)
H (-0.1319, 1.8718, -2.1775)
C (5.2334, 1.1658, -1.9441)
C (4.0294, 1.3271, -2.6139)
C (2.8332, 1.0692, -1.9602)
C (2.8614, 0.6625, -0.6307)
C (4.0660, 0.4904, 0.0471)
C (5.2526, 0.7460, -0.6198)
As (1.2573, 0.3078, 0.3503)
C (1.3202, 1.4092, 1.9354)
C (0.6788, 2.6457, 1.8367)
C (0.6923, 3.5250, 2.9081)
C (1.3345, 3.1731, 4.0903)
C (1.9806, 1.9491, 4.1878)
C (1.9807, 1.0685, 3.1124)
C (0.9596, -1.5463, 0.7680)
C (0.4534, -2.2867, -0.3144)
C (0.1323, -3.6371, -0.1556)
C (0.3252, -4.2441, 1.0713)
C (0.8415, -3.5124, 2.1456)
C (1.1501, -2.1697, 2.0064)
H (6.1645, 1.3736, -2.4540)
H (4.0237, 1.6512, -3.6458)
H (1.8988, 1.2000, -2.4841)
H (4.0952, 0.1761, 1.0839)
H (6.1967, 0.6188, -0.1081)
H (0.2052, 2.9517, 0.9077)
H (0.2158, 4.4921, 2.8192)
H (1.3516, 3.8625, 4.9232)
H (2.5020, 1.6804, 5.0966)
H (2.5370, 0.1450, 3.2066)
H (0.4187, -1.8504, -1.3038)
H (-0.2172, -4.2179, -0.9998)
H (0.1073, -5.2966, 1.1948)
H (1.0199, -4.0035, 3.0935)
H (1.5463, -1.6324, 2.8563)

Atoms 1-6, force components in eV/Å:
1.249 -1.156 -0.372
0.153 0.215 0.096
0.240 -0.259 -0.087
0.377 0.270 0.227
-0.462 -0.032 0.164
0.107 0.273 -0.198

Highest occupied orbital energy   -16.98 eV
Charge   +3
Relative energy (zero: lowest compared OMol25 entry of this formula, charge and spin)   0.0 kJ/mol
Orbital gap   7.2 eV
E_tot   -6180.28686 a.u.
Maximum force   0.03387 hartree/bohr